No. 1
Density functional theory data (ωB97M-V/def2-TZVPD) for one molecule with the formula C37H38N2O6.

The geometry in ORCA input format:
```
! wB97M-V def2-TZVPD RIJCOSX def2/J DEFGRID3
* xyz 0 1
C -1.724 -0.638 -2.775
O -0.461 -0.119 -3.195
C 0.582 -0.937 -3.214
O 0.558 -2.098 -2.885
C 1.818 -0.237 -3.751
C 3.093 -0.865 -3.191
C 3.388 -0.407 -1.752
C 2.181 -0.529 -0.869
C 1.424 0.570 -0.625
C 0.206 0.542 0.127
C -0.567 1.654 0.357
C -0.270 2.956 -0.270
C -0.158 3.071 -1.654
C 0.100 4.298 -2.236
C 0.243 5.428 -1.448
C 0.117 5.325 -0.073
C -0.139 4.099 0.513
C -1.757 1.586 1.164
O -2.549 2.498 1.319
C -1.997 0.273 1.945
C -1.414 0.455 3.350
O -3.406 0.074 2.088
C -4.029 -0.123 0.930
O -3.461 -0.095 -0.136
C -5.485 -0.456 1.144
C -6.331 -0.162 -0.105
C -7.028 -1.479 -0.454
C -6.037 -2.534 0.024
C -5.577 -1.984 1.371
C -1.394 -0.985 1.336
O -1.886 -2.080 1.532
C -0.162 -0.772 0.587
C 0.632 -1.842 0.297
N 1.792 -1.757 -0.379
C 2.615 -2.944 -0.435
C 3.401 -3.129 0.880
C 4.326 -1.982 1.123
C 5.630 -1.885 0.730
N 6.125 -0.648 1.040
C 5.144 0.085 1.643
C 5.157 1.391 2.115
C 3.996 1.878 2.674
C 2.854 1.080 2.783
C 2.837 -0.217 2.325
C 3.988 -0.728 1.723
H -2.051 -0.108 -1.882
H -1.636 -1.703 -2.562
H -2.436 -0.472 -3.583
H 1.797 -0.360 -4.837
H 1.755 0.828 -3.532
H 3.944 -0.598 -3.820
H 2.968 -1.949 -3.229
H 4.233 -0.969 -1.355
H 3.676 0.645 -1.773
H 1.754 1.525 -1.000
H -0.299 2.196 -2.273
H 0.179 4.377 -3.312
H 0.441 6.387 -1.905
H 0.217 6.205 0.546
H -0.240 4.020 1.585
H -1.871 1.328 3.809
H -0.337 0.595 3.287
H -1.636 -0.424 3.951
H -5.824 0.088 2.027
H -5.661 0.129 -0.916
H -7.037 0.649 0.065
H -7.963 -1.571 0.103
H -7.251 -1.558 -1.517
H -5.190 -2.582 -0.661
H -6.478 -3.527 0.109
H -6.322 -2.196 2.138
H -4.624 -2.405 1.689
H 0.329 -2.824 0.634
H 3.307 -2.883 -1.271
H 1.962 -3.804 -0.600
H 3.969 -4.058 0.811
H 2.696 -3.215 1.708
H 6.249 -2.619 0.250
H 7.068 -0.339 0.876
H 6.046 2.000 2.045
H 3.966 2.891 3.046
H 1.970 1.498 3.242
H 1.953 -0.827 2.432
*
```

Values from the calculation:
Orbital gap   7.37 eV
SMILES   COC(=O)CCCC1=CC2=C(c3ccccc3)C(=O)[C@@](C)(OC(=O)C3CCCC3)C(=O)C2=CN1CCc1c[nH]c2ccccc12



No. 2
Density functional theory data (ωB97M-V/def2-TZVPD) for C37H39AsN3O5OsS as an isolated structure.

The geometry in ORCA input format:
```
! wB97M-V def2-TZVPD RIJCOSX def2/J DEFGRID3
* xyz -1 1
Os -0.578 0.565 -0.061
O 0.715 -2.426 -2.698
C 0.430 -1.791 -1.733
O -0.635 -0.933 -1.637
C 1.077 -1.912 -0.388
C 1.867 -2.978 -0.001
C 2.176 -3.110 1.346
C 1.598 -2.253 2.277
C 0.813 -1.216 1.809
N 0.680 -1.006 0.501
C -0.163 -0.406 2.644
O -0.109 -0.434 3.859
O -1.087 0.172 1.932
H 2.193 -3.695 -0.741
H 2.805 -3.925 1.679
H 1.712 -2.398 3.342
C -0.967 7.151 -3.251
C -0.208 5.850 -3.256
C 0.917 5.660 -2.468
C 1.621 4.456 -2.445
C 2.875 4.424 -1.609
C 1.183 3.352 -3.212
As 1.792 1.482 -3.085
N -1.167 -0.415 -2.923
C -2.390 -0.955 -3.112
C -3.067 -0.534 -4.291
C -4.353 -0.947 -4.559
C -5.043 -1.797 -3.690
C -4.386 -2.233 -2.548
C -3.089 -1.836 -2.252
C 3.743 1.669 -2.845
C 4.539 2.514 -3.645
C 3.939 3.349 -4.746
C 5.920 2.561 -3.469
C 6.579 1.773 -2.538
C 8.072 1.848 -2.349
C 5.805 0.888 -1.798
C 4.426 0.813 -1.952
C 3.677 -0.227 -1.158
C 0.073 3.573 -4.065
C -0.444 2.500 -4.994
C -0.596 4.792 -4.064
H -0.433 7.912 -2.681
H -1.958 7.035 -2.805
H -1.111 7.531 -4.265
H 1.274 6.481 -1.852
H 2.860 5.226 -0.869
H 3.765 4.559 -2.228
H 3.007 3.464 -1.121
H -2.536 0.115 -4.976
H -4.834 -0.606 -5.470
H -6.052 -2.119 -3.911
H -4.893 -2.901 -1.859
H -2.620 -2.180 -1.340
H 3.250 2.741 -5.339
H 4.720 3.749 -5.394
H 3.348 4.187 -4.369
H 6.502 3.230 -4.099
H 8.523 2.524 -3.076
H 8.538 0.868 -2.467
H 8.330 2.213 -1.351
H 6.291 0.224 -1.086
H 4.339 -0.755 -0.467
H 3.221 -0.962 -1.828
H 2.851 0.221 -0.604
H 0.357 1.821 -5.285
H -0.888 2.951 -5.884
H -1.209 1.878 -4.524
H -1.449 4.916 -4.729
S 0.375 4.287 2.339
C 1.765 3.735 1.504
C 1.472 2.623 0.797
N 0.164 2.207 0.919
C -0.523 2.991 1.706
H 2.704 4.257 1.549
H 2.133 2.062 0.157
H -1.554 2.799 1.957
C -4.367 1.528 -1.470
O -3.285 1.088 -0.633
C -2.076 1.616 -0.733
C -1.953 2.859 -1.547
H -4.696 2.529 -1.189
H -5.165 0.811 -1.307
H -4.070 1.497 -2.518
H -1.942 2.543 -2.595
H -1.001 3.355 -1.365
H -2.781 3.560 -1.414
*
```

Values from the calculation:
Orbital gap (alpha / beta)   4.88 / 4.88 eV



No. 3
Density functional theory data (ωB97M-V/def2-TZVPD) for C37H39Br2ClIN5O2PtSe as an isolated structure.

The geometry in ORCA input format:
```
! wB97M-V def2-TZVPD RIJCOSX def2/J DEFGRID3
* xyz 2 1
Pt -0.624 2.488 -0.449
Cl 4.269 7.024 -1.653
C 3.358 5.565 -1.510
C 3.955 4.361 -1.757
C 3.239 3.155 -1.643
I 4.150 1.334 -2.030
C 1.911 3.166 -1.281
O 1.166 2.071 -1.195
C 1.295 4.421 -1.008
N -0.032 4.382 -0.630
C -0.668 5.512 -0.391
C -0.036 6.756 -0.498
C 1.283 6.824 -0.854
C 1.993 5.637 -1.125
H 4.997 4.336 -2.046
H -1.708 5.450 -0.107
H -0.608 7.648 -0.287
H 1.788 7.777 -0.931
Br -1.718 2.004 6.699
C -1.199 2.231 4.911
C 0.091 1.926 4.509
C 0.404 2.098 3.170
N -0.453 2.559 2.266
C -1.686 2.871 2.667
C -2.114 2.703 3.980
C -2.648 3.371 1.642
C -3.766 4.096 2.039
C -4.719 4.472 1.108
Br -6.207 5.470 1.634
C -4.550 4.097 -0.218
C -3.402 3.414 -0.551
N -2.452 3.075 0.341
H 0.825 1.564 5.214
H 1.398 1.863 2.807
H -3.127 2.909 4.289
H -3.885 4.384 3.071
H -5.267 4.359 -0.982
H -3.196 3.153 -1.580
C -3.153 -0.164 0.337
C -2.325 -0.026 -0.922
C -2.446 -1.243 -1.812
O -0.932 0.268 -0.447
H -4.213 -0.150 0.079
H -2.964 0.634 1.049
H -2.940 -1.117 0.824
H -2.572 0.866 -1.499
H -2.203 -2.169 -1.289
H -1.868 -1.165 -2.736
H -3.498 -1.318 -2.092
C 2.506 -4.049 3.185
C 2.718 -3.207 1.934
C 1.831 -1.966 1.868
C 0.354 -2.245 1.606
N 0.136 -2.931 0.322
C 0.169 -2.351 -0.883
Se 0.531 -0.503 -1.227
N 0.005 -3.262 -1.839
C 0.050 -3.049 -3.291
C 1.379 -3.454 -3.919
C 2.572 -2.559 -3.572
C 3.230 -2.822 -2.218
C -0.136 -4.506 -1.235
C -0.323 -5.774 -1.782
C -0.483 -6.807 -0.886
C -0.464 -6.591 0.503
C -0.275 -5.338 1.044
C -0.098 -4.291 0.142
H 3.205 -4.883 3.221
H 1.504 -4.475 3.242
H 2.658 -3.453 4.086
H 2.576 -3.815 1.034
H 3.758 -2.880 1.896
H 2.199 -1.264 1.115
H 1.878 -1.440 2.826
H -0.240 -1.330 1.596
H -0.067 -2.897 2.370
H -0.147 -1.988 -3.462
H -0.784 -3.618 -3.704
H 1.216 -3.432 -4.998
H 1.605 -4.494 -3.671
H 2.276 -1.505 -3.655
H 3.324 -2.703 -4.349
H 2.667 -2.431 -1.368
H 4.216 -2.359 -2.171
H 3.370 -3.892 -2.047
H -0.348 -5.941 -2.849
H -0.636 -7.812 -1.254
H -0.604 -7.436 1.162
H -0.270 -5.187 2.113
*
```

Values from the calculation:
Orbital gap   6.49 eV



No. 4
Density functional theory data (ωB97M-V/def2-TZVPD) for C37H39ClN3O3PRuS as an isolated structure.

The geometry in ORCA input format:
```
! wB97M-V def2-TZVPD RIJCOSX def2/J DEFGRID3
* xyz 3 6
Ru -0.538 -0.102 -1.039
O -2.005 -3.560 -0.165
C -1.497 -2.735 0.562
O -1.418 -1.453 0.228
C -0.841 -3.129 1.853
C -1.080 -4.406 2.344
C -0.464 -4.835 3.509
C 0.416 -3.998 4.185
C 0.669 -2.721 3.704
C 0.036 -2.279 2.544
P 0.253 -0.582 2.024
C 1.915 -0.041 2.229
C 2.208 1.321 2.389
C 3.527 1.737 2.485
C 4.559 0.812 2.406
C 4.278 -0.537 2.218
C 2.964 -0.963 2.117
C -0.902 0.490 2.872
C -0.573 0.956 4.150
C -1.496 1.699 4.866
C -2.747 1.977 4.318
C -3.072 1.515 3.050
C -2.153 0.770 2.323
H -1.761 -5.053 1.807
H -0.669 -5.826 3.890
H 0.902 -4.334 5.091
H 1.345 -2.070 4.243
H 1.409 2.048 2.457
H 3.745 2.787 2.629
H 5.587 1.140 2.491
H 5.083 -1.257 2.161
H 2.750 -2.015 1.972
H 0.391 0.736 4.589
H -1.246 2.048 5.859
H -3.471 2.544 4.887
H -4.049 1.720 2.632
H -2.408 0.420 1.332
Cl -2.987 2.261 -5.762
C -1.527 2.005 -4.904
C -0.323 2.528 -5.355
C 0.819 2.289 -4.607
C 0.723 1.541 -3.447
N -0.440 1.030 -3.019
C -1.549 1.265 -3.733
H -0.288 3.111 -6.266
H 1.776 2.685 -4.916
H 1.599 1.351 -2.837
H -2.483 0.864 -3.360
C -2.136 3.735 -0.475
S -0.403 3.319 -0.534
O -0.379 1.806 -0.190
C 0.211 4.127 0.903
C 1.340 4.919 0.731
C 1.869 5.583 1.831
C 1.272 5.440 3.074
C 0.146 4.633 3.235
C -0.396 3.971 2.149
H -2.563 3.386 0.462
H -2.615 3.251 -1.324
H -2.228 4.817 -0.566
H 1.790 5.030 -0.247
H 2.736 6.218 1.712
H 1.678 5.965 3.928
H -0.313 4.533 4.209
H -1.264 3.336 2.275
C -1.579 -3.620 -4.107
C -1.568 -2.502 -3.045
N -0.178 -2.092 -2.725
C 0.519 -1.825 -4.001
C 0.734 -3.142 -4.779
N -0.184 -4.170 -4.182
C 0.287 -4.526 -2.801
C 0.541 -3.205 -2.059
H -1.840 -3.270 -5.104
H -2.247 -4.434 -3.833
H -2.050 -2.833 -2.127
H -2.102 -1.632 -3.429
H 1.481 -1.355 -3.804
H -0.083 -1.129 -4.584
H 1.749 -3.525 -4.689
H 0.491 -3.044 -5.835
H -0.183 -5.006 -4.767
H 1.185 -5.133 -2.894
H -0.500 -5.114 -2.330
H 1.602 -2.954 -2.054
H 0.211 -3.314 -1.030
*
```

Values from the calculation:
Orbital gap (alpha / beta)   8.22 / 6.73 eV
⟨S²⟩   8.77



No. 5
Density functional theory data (ωB97M-V/def2-TZVPD) for C37H39EuIN5OP2S as an isolated structure at a distorted geometry.

The geometry in ORCA input format:
```
! wB97M-V def2-TZVPD RIJCOSX def2/J DEFGRID3
* xyz 1 8
Eu -0.123 0.114 0.251
N -0.920 -0.494 2.814
C 0.192 -0.500 3.781
C 1.426 -1.201 3.194
N 1.798 -0.606 1.902
H -1.615 0.177 3.141
H -1.372 -1.410 2.839
H -0.094 -1.000 4.715
H 0.446 0.536 4.018
H 1.204 -2.258 3.024
H 2.243 -1.144 3.925
H 2.513 -1.184 1.459
H 2.231 0.309 2.049
C -0.178 -1.098 -3.349
N -0.662 -2.085 -2.374
P -1.925 -1.536 -1.308
C -2.839 -3.107 -1.116
C -2.890 -4.105 -2.081
C -3.707 -5.205 -1.889
C -4.474 -5.313 -0.740
C -4.411 -4.330 0.232
C -3.598 -3.230 0.042
C -3.111 -0.701 -2.413
C -3.442 -1.182 -3.676
C -4.350 -0.493 -4.456
C -4.938 0.670 -3.978
C -4.637 1.131 -2.709
C -3.733 0.444 -1.923
P 0.667 -2.465 -1.293
C -0.109 -3.808 -0.292
C -0.409 -3.493 1.029
C -0.972 -4.427 1.879
C -1.238 -5.703 1.410
C -0.942 -6.028 0.096
C -0.375 -5.094 -0.750
C 1.649 -3.552 -2.381
C 2.912 -3.892 -1.912
C 3.645 -4.886 -2.532
C 3.131 -5.529 -3.645
C 1.902 -5.148 -4.159
C 1.152 -4.171 -3.527
H -1.022 -0.703 -3.912
H 0.522 -1.590 -4.025
H 0.350 -0.253 -2.886
H -2.290 -4.029 -2.975
H -3.755 -5.982 -2.639
H -5.131 -6.160 -0.608
H -5.000 -4.422 1.132
H -3.550 -2.443 0.786
H -2.981 -2.085 -4.051
H -4.594 -0.857 -5.442
H -5.628 1.215 -4.602
H -5.095 2.034 -2.338
H -3.481 0.798 -0.928
H -0.181 -2.490 1.377
H -1.200 -4.177 2.907
H -1.668 -6.441 2.067
H -1.161 -7.022 -0.264
H -0.148 -5.362 -1.770
H 3.306 -3.370 -1.050
H 4.612 -5.164 -2.146
H 3.692 -6.320 -4.119
H 1.527 -5.626 -5.052
H 0.184 -3.894 -3.920
O 1.647 1.096 -0.648
N 1.585 2.273 -1.242
C 2.697 3.024 -1.282
C 2.734 4.243 -1.905
C 1.571 4.736 -2.503
C 0.433 3.972 -2.448
C 0.433 2.719 -1.820
S -0.975 1.760 -1.780
H 3.549 2.588 -0.786
H 3.654 4.802 -1.916
H 1.561 5.696 -2.997
H -0.502 4.292 -2.880
I -2.531 6.011 0.749
C -1.179 4.618 1.592
C -0.289 5.013 2.589
C 0.615 4.054 3.040
C 0.593 2.794 2.488
N -0.312 2.379 1.571
C -1.191 3.313 1.150
H -0.294 6.010 2.996
H 1.328 4.297 3.815
H 1.337 2.068 2.791
H -1.914 2.988 0.410
*
```

Values from the calculation:
Orbital gap (alpha / beta)   6.78 / 7.81 eV
⟨S²⟩   15.76